No. 1
Molecular formula: C3H26O11S
Method: DFT, ωB97M-V/def2-TZVPD

The geometry in XYZ format:
```
41
C3H26O11S, DFT ωB97M-V/def2-TZVPD
C -2.3929 -2.0340 0.5164
O -3.4631 -2.5691 -0.4162
C -1.9656 -0.6473 0.2917
C -1.0810 0.0736 1.3782
S -2.1565 0.5177 2.7666
H -2.8425 -2.2497 1.4298
H -1.6904 -2.7590 0.2852
H -2.7976 0.0319 -0.0220
H -1.3864 -0.5106 -0.6754
H -0.2712 0.8497 1.0704
H -0.3946 -0.7289 1.8148
H -2.1122 3.2332 1.7307
H -1.4925 1.5072 -2.5886
O -1.5969 3.4270 0.9373
H 2.0277 1.1933 -2.8571
H 0.2492 1.4691 -1.2017
O 1.7052 0.8264 -2.0435
H 3.1678 -0.1799 0.3918
H 2.1371 0.0945 1.5660
O 2.6854 -0.6398 1.2818
H 1.0965 1.5650 3.2398
H -0.0061 2.3599 2.1509
O 0.9106 2.0227 2.4335
H -1.6104 2.6812 0.3376
H 0.3907 2.8268 -1.0790
O -0.3285 2.2306 -1.4204
H 1.4366 -3.0074 -0.2671
H -2.9259 -2.5169 -1.2699
O 2.0863 -2.5396 -0.7731
H 0.4259 -0.9191 3.1698
H -0.8482 -1.7556 3.6487
O 0.1014 -1.6031 3.7580
H 3.6635 1.4923 -0.5038
H 2.6081 0.5313 -1.4634
O 3.6848 0.5588 -0.7201
H 1.8576 -1.6211 -0.8096
H -1.1027 0.0878 -3.1429
O -1.8217 0.7024 -3.0287
H 1.6170 -0.6170 -3.0942
H 1.1465 -2.0463 -3.1023
O 1.2891 -1.3379 -3.7203
```

As for the charge: -2. As for the lowest unoccupied orbital energy: 0.192 Ha. The frontier orbital gap is 0.2238 hartree. For the HOMO energy, the calculation gives -0.88 eV. The calculation puts the energy at -1355.68843 Eh.

How is the electron density shared among the atoms? According to natural (NBO), the charges in e are: -0.060, -0.753, -0.473, -0.556, -0.748, 0.187, 0.153, 0.223, 0.193, 0.212, 0.169, 0.494, 0.503, -0.997, 0.456, 0.517, -1.085, 0.496, 0.449, -1.069, 0.490, 0.533, -1.027, 0.502, 0.480, -0.999, 0.467, 0.448, -0.957, 0.483, 0.489, -0.973, 0.439, 0.491, -1.110, 0.490, 0.478, -0.993, 0.495, 0.469, -1.006


No. 2
Molecular formula: C3H27NO11
Method: DFT, ωB97M-V/def2-TZVPD

The geometry in XYZ format:
```
42
C3H27NO11, DFT ωB97M-V/def2-TZVPD
C -2.3012 -0.1899 0.3951
N -1.0956 -0.2349 -0.4953
C -1.5699 -0.3594 -1.9108
C -0.4366 -1.1805 -2.4962
O 0.7158 -0.8322 -2.5733
H -2.0568 0.2055 1.3719
H -3.1713 0.3566 -0.0148
H -2.6819 -1.2051 0.3168
H -0.6620 0.6858 -0.3800
H -1.6908 0.6146 -2.3898
H -2.5388 -0.8699 -1.9435
H -0.8145 -2.1533 -2.7603
H -0.5150 3.4017 -1.3559
H -1.8485 4.0852 -1.1057
O -1.4497 3.3573 -1.6121
H 2.2563 1.4521 -2.5504
H 1.3967 0.6523 -1.6124
O 1.8069 1.5154 -1.6686
H -0.3893 -2.4481 1.7325
H -0.1929 -1.6209 0.3591
O 0.2418 -2.2958 1.0454
H 0.0915 -4.2141 -0.2928
H -0.7450 -5.0438 0.8264
O -0.5493 -4.8664 -0.0955
H 2.0277 1.9161 4.3864
H 1.8896 1.1134 3.1069
O 2.0609 2.0228 3.4351
H 2.5119 0.0936 1.9109
H 1.4828 -1.1669 1.8315
O 1.8059 -0.3925 2.3755
H 4.0962 1.2172 0.3133
H 2.5946 1.5036 -0.2435
O 3.1650 1.3100 0.5218
H 0.4828 0.9966 1.6100
H 0.4487 2.4060 2.1902
O 0.0507 1.8402 1.5313
H 1.7590 3.5740 -0.9644
H 1.0864 2.6640 0.0483
O 1.0231 3.5515 -0.3748
H -1.9822 -4.0848 -0.9485
H -3.5484 -3.8453 -0.5676
O -2.7545 -3.5319 -0.9523
```

As for the charge: 0. As for the lowest unoccupied orbital energy: 0.013 Ha. The SMILES is CNCC=O.O.O.O.O.O.O.O.O.O.O. The frontier orbital gap is 0.3807 hartree. For the HOMO energy, the calculation gives -10.02 eV. The calculation puts the energy at -1012.86117 Eh.

How is the electron density shared among the atoms? According to natural (NBO), the charges in e are: -0.438, -0.663, -0.352, 0.482, -0.568, 0.227, 0.188, 0.206, 0.397, 0.238, 0.223, 0.121, 0.499, 0.466, -0.988, 0.496, 0.507, -0.975, 0.476, 0.516, -1.019, 0.503, 0.492, -0.974, 0.467, 0.487, -0.974, 0.511, 0.524, -1.037, 0.483, 0.495, -1.008, 0.482, 0.510, -0.990, 0.469, 0.495, -0.956, 0.507, 0.479, -1.004


No. 3
Molecular formula: C3H27O13S
Method: DFT, ωB97M-V/def2-TZVPD

The geometry in XYZ format:
```
44
C3H27O13S, DFT ωB97M-V/def2-TZVPD
O 0.0281 -2.6105 0.5607
C 0.1076 -2.0124 -0.5074
O 0.9790 -2.1131 -1.3634
C -0.9534 -0.9359 -0.8999
C -2.2768 -1.6152 -1.4948
S -3.2120 -0.2029 -2.3442
H -0.5423 -0.1977 -1.5073
H -1.3156 -0.3198 -0.0085
H -2.7545 -2.0014 -0.6650
H -2.0820 -2.3182 -2.2829
H -3.1345 -0.6143 -3.5787
H 2.1673 -1.3690 -3.3990
H 1.2718 -0.6160 -2.3601
O 1.5569 -0.5862 -3.4107
H -2.3777 3.0444 2.5314
H -2.3759 4.3560 2.0994
O -2.4423 3.9633 2.9144
H -1.5867 -2.9478 1.0073
H -2.2169 -4.4068 1.2889
O -2.3013 -3.4734 1.6322
H 0.2056 -1.6138 2.7475
H 1.2121 -0.5238 2.7696
O 0.4533 -0.8220 3.2748
H -2.8572 1.3511 1.0965
H -2.0058 1.0170 2.2093
O -2.0597 1.6680 1.5251
H 3.3319 -3.6359 -0.6950
H 2.1552 -2.5957 -0.4477
O 3.2157 -2.7625 -0.4133
H 2.6236 -0.3313 -0.1893
H 2.9714 1.2610 0.1743
O 2.2515 0.5676 0.0013
H 2.6311 1.8548 -3.4001
H 2.5855 3.3719 -3.1358
O 3.0823 2.6077 -3.1823
H 3.3399 2.7129 -0.8954
H 2.3911 2.9663 0.2999
O 3.3871 2.8448 0.0772
H -2.8213 -1.5139 2.4148
H -1.6736 -0.7246 3.0232
O -2.5847 -0.6135 3.0227
H 0.4437 4.0217 0.8382
H 0.4586 2.4827 0.5082
O 0.7240 3.3865 0.1641
```

As for the charge: -1. As for the lowest unoccupied orbital energy: 0.093 Ha. The frontier orbital gap is 0.3282 hartree. For the HOMO energy, the calculation gives -6.41 eV. The calculation puts the energy at -1506.86226 Eh.

How is the electron density shared among the atoms? According to natural (NBO), the charges in e are: -0.771, 0.801, -0.749, -0.520, -0.456, -0.107, 0.217, 0.203, 0.212, 0.217, 0.119, 0.471, 0.511, -1.011, 0.487, 0.444, -0.967, 0.507, 0.474, -1.037, 0.491, 0.486, -0.973, 0.480, 0.502, -0.959, 0.451, 0.497, -1.026, 0.497, 0.497, -1.046, 0.497, 0.469, -0.961, 0.493, 0.499, -0.985, 0.507, 0.478, -0.979, 0.482, 0.513, -0.956


No. 4
Molecular formula: C3H29NO12
Method: DFT, ωB97M-V/def2-TZVPD

The geometry in XYZ format:
```
45
C3H29NO12, DFT ωB97M-V/def2-TZVPD
O -2.4201 -2.2206 2.0237
C -2.3995 -1.0730 2.4533
C -2.8855 0.0745 1.5602
C -1.7175 0.9022 0.8885
N -3.9123 -0.4722 0.7278
H -1.9814 -0.8596 3.4235
H -3.3373 0.9500 2.0602
H -1.8641 1.8787 0.8712
H -1.4606 0.4788 -0.0645
H -0.7120 0.5494 1.4294
H -4.1784 -1.4700 0.7864
H -3.9688 -0.0441 -0.1722
H 2.3725 -1.2168 -0.3186
H 2.7987 -0.3296 -1.4681
O 2.9547 -0.4664 -0.5898
H 0.5519 -2.6953 -0.9460
H 1.6441 -2.0396 -1.8625
O 1.5375 -2.7192 -1.0902
H -2.5716 -0.0251 -3.2521
H -3.0114 -0.7272 -2.0093
O -2.4556 -0.0639 -2.2966
H -1.7435 -2.1568 -0.6755
H -1.0737 -2.8222 0.6280
O -1.0101 -2.7785 -0.3414
H 1.9292 2.2130 -3.4329
H 2.1174 2.1148 -1.9791
O 2.0681 1.5855 -2.7694
H 2.6869 1.4602 1.7257
H 2.3152 0.2399 0.7570
O 1.9124 1.0380 1.3055
H 2.5269 -2.6466 1.1296
H 1.1725 -1.9975 0.6263
O 1.9727 -1.9228 1.3057
H 1.9759 3.7126 0.8250
H 0.7502 2.7818 1.0891
O 0.9992 3.5372 0.6289
H -0.0714 2.7291 -1.4029
H 1.0336 3.7848 -1.0559
O 0.5613 3.4515 -1.8300
H 1.8834 -1.1368 2.7913
H 1.5723 0.2134 2.7727
O 1.4254 -0.5877 3.3986
H -0.0715 -0.5066 -2.3458
H 1.2179 0.0844 -2.6667
O 0.8663 -0.8018 -2.6382
```

As for the charge: 0. As for the lowest unoccupied orbital energy: -0.004 Ha. The SMILES is C[C@@H](N)C=O.O.O.O.O.O.O.O.O.O.O.O. The frontier orbital gap is 0.3424 hartree. For the HOMO energy, the calculation gives -9.41 eV. The calculation puts the energy at -1089.21668 Eh.

How is the electron density shared among the atoms? According to natural (NBO), the charges in e are: -0.580, 0.461, -0.161, -0.619, -0.880, 0.155, 0.196, 0.206, 0.215, 0.237, 0.403, 0.368, 0.503, 0.474, -0.973, 0.492, 0.506, -1.028, 0.486, 0.466, -0.947, 0.489, 0.513, -0.968, 0.489, 0.498, -0.963, 0.474, 0.532, -1.021, 0.494, 0.507, -0.979, 0.481, 0.501, -0.959, 0.470, 0.492, -0.978, 0.476, 0.470, -1.004, 0.489, 0.500, -0.982


No. 5
Molecular formula: C3H29O12S2
Method: DFT, ωB97M-V/def2-TZVPD

The geometry in XYZ format:
```
46
C3H29O12S2, DFT ωB97M-V/def2-TZVPD
C -0.1982 1.5318 0.2723
C 0.9358 1.2821 -0.8344
O 1.5759 0.0899 -0.6923
C -1.3925 0.6122 0.1024
S -2.6590 1.1457 1.2118
S -3.2008 -0.1276 2.5079
H -0.4502 2.5711 0.0542
H 0.3411 1.3459 1.2955
H 0.5110 1.3799 -1.9132
H 1.7815 2.0928 -0.6997
H -1.1170 -0.4666 0.2687
H -1.9615 0.7931 -0.9042
H -4.0460 -0.9578 1.8879
H -4.5346 -1.3477 -0.2603
H -3.3382 -2.1032 -0.6741
O -4.2285 -2.1835 -0.3292
H 1.3506 -0.4583 0.1735
H 1.4915 -2.1052 1.4103
O 0.7953 -1.4637 1.2947
H -1.3279 -1.7432 -1.3265
H -1.8234 -2.7401 -2.4075
O -2.0927 -1.9639 -1.8666
H 1.9954 -0.5368 3.7496
H 0.7739 -0.3755 2.7359
O 1.2221 0.0149 3.5027
H -1.2915 -0.1794 -3.8705
H -2.3705 -0.9236 -3.1996
O -2.2496 -0.3578 -3.9252
H 2.1374 -3.8115 -1.8524
H 1.9983 -2.6519 -1.0023
O 2.6172 -3.1807 -1.3750
H 1.7845 3.3357 1.2989
H 0.7467 4.0960 0.5462
O 1.6601 3.9658 0.6357
H 3.1596 0.1813 -1.8498
H 3.5522 -1.0839 -2.4842
O 3.6458 -0.2135 -2.5042
H -0.1857 -3.5591 -0.4559
H 0.2881 -2.0677 0.0676
O 0.0393 -2.7001 -0.7942
H -0.4463 3.4210 2.7139
H -1.6576 3.4359 1.8516
O -0.9252 3.9752 2.0774
H 2.0546 1.2061 2.5394
H 2.5372 1.0890 1.0808
O 2.5016 1.7368 1.9424
```

As for the charge: -1. As for the lowest unoccupied orbital energy: 0.092 Ha. The frontier orbital gap is 0.3284 hartree. For the HOMO energy, the calculation gives -6.43 eV. The calculation puts the energy at -1830.95858 Eh.

How is the electron density shared among the atoms? According to natural (NBO), the charges in e are: -0.471, -0.060, -0.841, -0.604, 0.068, -0.108, 0.218, 0.227, 0.153, 0.194, 0.251, 0.235, 0.113, 0.449, 0.492, -0.964, 0.514, 0.452, -1.185, 0.522, 0.492, -0.988, 0.475, 0.524, -0.993, 0.460, 0.482, -0.968, 0.458, 0.484, -0.950, 0.487, 0.468, -0.963, 0.483, 0.465, -0.956, 0.465, 0.509, -1.072, 0.475, 0.473, -0.950, 0.483, 0.486, -0.985


No. 6
Molecular formula: C3H2AgLiO3
Method: DFT, ωB97M-V/def2-TZVPD

The geometry in XYZ format:
```
10
C3H2AgLiO3, DFT ωB97M-V/def2-TZVPD
C 1.2926 -0.7939 0.7188
O 2.5368 -0.4486 0.7513
H 0.7585 -0.9425 1.7310
Ag 3.5747 0.9503 -0.6464
C 0.2857 -0.1717 0.0316
O -0.9662 -0.8242 -0.0298
C -2.0857 -0.1643 -0.3615
O -1.9812 1.0523 -0.6665
Li -3.8192 0.6736 -0.8764
H 0.4039 0.6691 -0.6521
```

As for the charge: -1. The expectation value of S² is 0.752. Its multiplicity is 2. As for the lowest unoccupied orbital energy (alpha / beta): 0.050 / 0.050 Ha. The frontier orbital gap (alpha / beta) is 0.1096 / 0.1506 hartree. For the HOMO energy (alpha / beta), the calculation gives -1.62 / -2.74 eV. The calculation puts the energy at -495.64274 Eh.

How is the electron density shared among the atoms? According to natural (NBO), the charges in e are: 0.135, -0.887, 0.107, -0.053, -0.138, -0.535, 0.220, -0.864, 0.843, 0.171